# 1
DFT (ωB97M-V/def2-TZVPD) results for a cluster of 2 separate species, C20H35BBrCl2F3NO7 in total.

## Properties
* charge: +1
* E_tot: -141043.127 eV
* HOMO: -12.1 eV
* HOMO-LUMO gap: 9.568 eV

Last column: Mulliken charge in e.
Atoms and positions in Å:
C: 3.970 -2.497 2.341  -1.38
C: 2.872 -1.641 1.806  1.08
Cl: 3.439 -0.159 1.090  -0.11
C: 1.583 -1.931 1.787  -1.07
Cl: 1.079 -3.469 2.425  -0.20
C: 0.424 -1.113 1.265  1.05
C: 0.377 0.349 1.733  -1.98
C: -1.029 0.916 1.453  0.25
B: -1.093 2.473 1.783  0.61
O: -1.812 2.961 2.848  -0.61
O: -0.330 3.272 0.980  -0.55
C: -1.486 0.653 0.016  -0.85
O: -2.551 -0.209 -0.018  0.05
C: -3.427 -0.091 -1.150  -0.98
C: -4.661 -0.948 -0.940  0.90
C: -5.568 -0.744 -2.158  -1.89
C: -5.409 -0.575 0.347  -1.47
C: -4.885 -1.120 1.692  2.18
C: -5.987 -0.973 2.766  -1.42
C: -4.421 -2.572 1.582  -1.66
N: -0.368 0.026 -0.851  0.45
C: 0.652 1.040 -1.286  -1.09
O: 0.742 0.879 -2.683  -0.36
C: 1.068 2.012 -3.378  0.82
F: 0.024 2.844 -3.443  -0.25
F: 2.063 2.671 -2.777  -0.22
F: 1.428 1.660 -4.590  -0.23
C: 0.168 -1.266 -0.255  -0.64
Br: 1.606 -1.919 -1.348  0.06
H: 3.611 -3.149 3.135  0.43
H: 4.389 -3.106 1.536  0.29
H: 4.773 -1.870 2.726  0.39
H: -0.462 -1.564 1.721  0.47
H: 0.551 0.358 2.809  0.60
H: 1.133 0.967 1.256  0.50
H: -1.736 0.400 2.106  -0.17
H: -2.656 3.383 2.657  0.33
H: -0.464 4.216 1.142  0.31
H: -1.719 1.585 -0.515  0.88
H: -2.907 -0.407 -2.068  0.21
H: -3.715 0.961 -1.277  0.32
H: -4.357 -1.997 -0.926  0.38
H: -6.436 -1.400 -2.081  0.46
H: -5.941 0.283 -2.198  0.38
H: -5.057 -0.973 -3.095  0.45
H: -6.449 -0.897 0.237  0.53
H: -5.429 0.522 0.404  0.24
H: -4.044 -0.503 2.018  -0.71
H: -6.250 -1.943 3.193  0.34
H: -6.906 -0.551 2.356  0.35
H: -5.666 -0.343 3.596  0.37
H: -3.471 -2.663 1.049  0.16
H: -4.309 -3.022 2.569  0.54
H: -5.157 -3.162 1.026  0.35
H: -0.841 -0.257 -1.715  0.66
H: 1.598 0.849 -0.783  0.27
H: 0.281 2.030 -1.019  0.88
H: -0.621 -1.994 -0.413  0.32
C: 5.354 1.899 -2.228  -0.55
O: 6.295 0.825 -2.246  -0.30
C: 7.478 1.132 -1.700  0.75
O: 7.763 2.194 -1.212  -0.54
O: 8.267 0.067 -1.788  -0.32
C: 9.584 0.259 -1.249  -0.63
H: 4.455 1.504 -2.695  0.13
H: 5.146 2.210 -1.205  0.26
H: 5.720 2.752 -2.797  0.36
H: 9.529 0.503 -0.190  0.30
H: 10.098 1.057 -1.780  0.30
H: 10.097 -0.685 -1.395  0.22

***

# 2
DFT (ωB97M-V/def2-TZVPD) results for a cluster of 2 separate species, C4H10Cl2NPS in total at a distorted geometry.

## Properties
* charge: 0
* E_tot: -50969.151 eV
* SMILES: C/C=N\CC.SP(Cl)Cl
* HOMO: -9.3 eV
* HOMO-LUMO gap: 10.136 eV

Last column: Mulliken charge in e.
Atoms and positions in Å:
C: -1.567 -0.262 -2.251  -1.07
C: -0.215 1.473 1.488  -1.58
C: -0.203 0.087 -1.787  0.00
C: -0.912 1.370 0.148  0.04
N: 0.096 0.757 -0.747  -0.33
P: 1.692 -2.467 1.610  0.39
S: 2.673 -0.697 0.873  -0.14
Cl: 2.613 -2.626 3.396  -0.19
Cl: 2.730 -3.840 0.623  -0.19
H: -1.657 -0.905 -3.075  0.37
H: -2.257 -0.602 -1.378  0.26
H: -1.885 0.628 -2.736  0.30
H: -0.708 2.194 2.061  0.42
H: -0.311 0.573 2.098  0.30
H: 0.779 1.786 1.460  0.49
H: 0.616 -0.378 -2.274  0.46
H: 1.616 0.022 0.794  0.03
H: -1.893 0.613 0.120  0.14
H: -1.208 2.274 -0.424  0.30

***

# 3
DFT (ωB97M-V/def2-TZVPD) results for a cluster of 2 separate species, C8H8N2O4 in total at a distorted geometry.

## Properties
* charge: 0
* E_tot: -19588.481 eV
* HOMO: -8.5 eV
* ΔE to the lowest compared entry with this formula, charge and spin: 659.0 kJ/mol
* HOMO-LUMO gap: 8.360 eV

Last column: Mulliken charge in e.
Atoms and positions in Å:
C: -2.193 -1.171 -1.469  -0.44
C: -1.979 0.155 -1.340  -0.83
C: -1.666 -2.117 -0.659  -0.54
C: -0.928 0.531 -0.551  -0.31
C: -0.765 -1.744 0.286  0.21
C: -0.335 -0.404 0.338  0.91
C: 2.172 2.012 0.045  0.45
C: 0.890 1.084 1.700  -0.59
N: 3.390 2.016 0.312  -0.54
N: -0.257 -2.661 1.232  0.96
O: 0.293 -3.624 0.739  -0.58
O: -0.242 -2.495 2.444  -0.54
O: 1.412 2.530 -0.909  -0.40
O: 0.559 -0.135 1.285  -0.38
H: -2.884 -1.436 -2.187  0.41
H: -2.560 0.874 -1.898  0.41
H: -1.839 -3.129 -1.034  0.37
H: -0.465 1.514 -0.658  0.32
H: 1.470 0.891 2.596  0.32
H: 0.111 1.974 1.824  0.29
H: 3.993 2.578 -0.360  0.22
H: 1.823 2.759 -1.735  0.29

***

# 4
DFT (ωB97M-V/def2-TZVPD) results for a structure of composition C42H43AlGeNO5Te at a distorted geometry.

## Properties
* charge: -1
* E_tot: -126388.637 eV
* HOMO (alpha / beta): -1.9 / -1.9 eV
* ΔE to the lowest compared entry with this formula, charge and spin: 152.3 kJ/mol
* HOMO-LUMO gap (alpha / beta): 3.982 / 3.980 eV

Last column: Mulliken charge in e.
Atoms and positions in Å:
Al: 0.506 -1.034 0.633  -2.09
C: 5.370 3.968 -1.408  -1.62
C: 4.397 2.902 -0.992  0.24
C: 4.806 1.686 -0.480  -1.27
C: 3.896 0.665 -0.187  0.38
C: 4.325 -0.587 0.456  0.19
O: 3.598 -1.246 1.190  -0.59
C: 5.737 -1.014 0.241  0.49
C: 6.362 -1.732 1.262  -0.42
C: 7.671 -2.148 1.137  -0.58
C: 8.387 -1.855 -0.013  -0.37
C: 7.770 -1.162 -1.042  -0.81
C: 6.454 -0.758 -0.928  -0.23
C: 2.511 0.888 -0.383  0.16
O: 1.620 -0.027 -0.153  0.28
C: 2.102 2.166 -0.818  -0.10
C: 3.032 3.140 -1.124  0.02
C: 0.660 2.519 -0.853  1.06
N: -0.037 2.772 0.179  -0.20
C: 0.514 2.661 1.500  0.62
C: 0.805 4.055 2.016  -1.55
Te: -0.794 5.387 1.406  0.15
C: 0.327 6.036 -0.280  -0.36
C: 1.604 6.548 -0.109  -0.34
C: 2.385 6.872 -1.203  -0.52
C: 1.887 6.695 -2.483  -0.51
C: 0.604 6.208 -2.661  -0.47
C: -0.172 5.885 -1.563  0.00
C: 0.033 2.626 -2.176  0.88
C: 0.798 2.611 -3.340  -0.57
C: 0.191 2.687 -4.578  -1.00
C: -1.189 2.756 -4.669  -0.57
C: -1.961 2.765 -3.517  -0.88
C: -1.355 2.706 -2.278  -0.62
H: 6.393 3.678 -1.179  0.38
H: 5.150 4.915 -0.917  0.28
H: 5.290 4.125 -2.485  0.34
H: 5.855 1.531 -0.265  0.65
H: 5.789 -1.944 2.152  0.44
H: 8.139 -2.704 1.937  0.38
H: 9.417 -2.171 -0.108  0.39
H: 8.326 -0.940 -1.942  0.37
H: 5.978 -0.254 -1.756  0.52
H: 2.686 4.116 -1.441  0.24
H: 1.420 2.044 1.560  -0.03
H: -0.261 2.198 2.120  0.01
H: 1.715 4.454 1.575  0.31
H: 0.896 4.064 3.097  0.63
H: 1.999 6.690 0.888  0.51
H: 3.385 7.261 -1.057  0.44
H: 2.501 6.934 -3.340  0.37
H: 0.213 6.064 -3.659  0.36
H: -1.168 5.496 -1.706  0.40
H: 1.872 2.536 -3.270  0.51
H: 0.796 2.680 -5.475  0.45
H: -1.663 2.789 -5.640  0.41
H: -3.039 2.807 -3.597  0.45
H: -1.931 2.710 -1.366  0.62
C: -0.273 0.047 7.283  -0.78
O: -1.533 0.091 6.670  -0.46
C: -1.602 -0.070 5.304  0.92
C: -2.872 0.090 4.746  -0.99
C: -3.037 0.035 3.386  -1.02
C: -1.966 -0.220 2.507  1.04
C: -2.102 -0.185 1.093  1.02
C: -3.427 -0.068 0.382  -1.48
O: -1.088 -0.282 0.317  0.57
C: -0.685 -0.489 3.094  -0.11
O: 0.357 -0.865 2.386  -0.29
C: -0.530 -0.362 4.480  -0.37
H: -0.446 0.250 8.341  0.23
H: 0.393 0.815 6.878  0.32
H: 0.197 -0.936 7.174  0.31
H: -3.702 0.264 5.412  0.43
H: -4.028 0.194 2.992  0.25
H: -4.289 -0.103 1.040  0.45
H: -3.486 -0.887 -0.336  0.17
H: -3.442 0.860 -0.191  0.21
H: 0.460 -0.518 4.881  0.41
C: 1.302 -2.380 -3.284  -1.10
Ge: -0.079 -3.106 -2.043  0.54
C: -1.753 -2.312 -2.824  -1.22
C: -0.204 -5.078 -2.456  -1.37
C: 0.107 -2.748 -0.162  -0.23
H: 1.105 -2.724 -4.297  0.40
H: 2.310 -2.672 -3.013  0.34
H: 1.252 -1.296 -3.277  0.15
H: -1.846 -2.536 -3.884  0.42
H: -1.697 -1.235 -2.701  0.19
H: -2.647 -2.665 -2.318  0.32
H: -0.336 -5.228 -3.524  0.35
H: -1.046 -5.538 -1.945  0.37
H: 0.697 -5.601 -2.150  0.37
H: -0.520 -3.427 0.415  0.37

***

# 5
DFT (ωB97M-V/def2-TZVPD) results for an isolated molecule of C21H29NO.

## Properties
* charge: 0
* E_tot: -25785.298 eV
* SMILES: CCCCN(CCCC)Cc1cc2ccccc2c2c1COC2
* HOMO: -8.0 eV
* ΔE to the lowest compared entry with this formula, charge and spin: 22.3 kJ/mol
* HOMO-LUMO gap: 8.609 eV

Last column: Mulliken charge in e.
Atoms and positions in Å:
C: -6.303 -2.340 -0.208  -1.33
C: -5.462 -1.368 -1.026  -0.38
C: -4.194 -0.952 -0.284  -0.25
C: -3.358 0.030 -1.105  -1.02
N: -2.087 0.318 -0.459  0.83
C: -2.224 1.307 0.597  -0.96
C: -1.070 1.262 1.597  -0.02
C: -1.343 2.092 2.852  -0.70
C: -1.389 3.592 2.580  -1.18
H: -1.501 4.142 3.511  0.39
H: -0.469 3.918 2.099  0.27
H: -2.226 3.847 1.934  0.32
H: -0.551 1.890 3.576  0.36
H: -2.288 1.775 3.300  0.36
H: -0.911 0.221 1.881  0.25
H: -0.152 1.619 1.128  -0.09
H: -3.149 1.095 1.137  0.37
H: -2.310 2.322 0.168  0.24
C: -1.012 0.655 -1.377  -1.31
C: 0.318 0.146 -0.888  0.66
C: 0.423 -1.090 -0.298  -0.84
C: 1.655 -1.602 0.158  0.43
C: 1.750 -2.871 0.770  -0.72
C: 2.953 -3.351 1.205  -0.59
C: 4.121 -2.589 1.050  -0.63
C: 4.069 -1.356 0.463  -0.75
C: 2.843 -0.834 0.004  0.56
C: 2.711 0.424 -0.609  0.75
C: 1.496 0.894 -1.039  -0.07
C: 1.691 2.255 -1.635  -0.59
H: 1.115 3.028 -1.107  0.18
H: 1.412 2.285 -2.699  0.21
O: 3.076 2.542 -1.505  -0.42
C: 3.760 1.450 -0.903  -0.67
H: 4.266 1.802 0.006  0.30
H: 4.523 1.072 -1.599  0.29
H: 4.965 -0.765 0.341  0.44
H: 5.063 -2.986 1.400  0.40
H: 3.015 -4.324 1.672  0.40
H: 0.849 -3.456 0.888  0.43
H: -0.471 -1.679 -0.168  0.42
H: -0.954 1.743 -1.554  0.27
H: -1.209 0.180 -2.344  0.56
H: -3.155 -0.434 -2.074  0.38
H: -3.941 0.949 -1.293  0.21
H: -3.584 -1.832 -0.073  0.21
H: -4.472 -0.506 0.672  0.32
H: -5.190 -1.834 -1.976  0.32
H: -6.055 -0.478 -1.253  0.33
H: -7.199 -2.626 -0.754  0.40
H: -5.735 -3.241 0.015  0.32
H: -6.605 -1.886 0.733  0.33

***

# 6
DFT (ωB97M-V/def2-TZVPD) results for a cluster of 2 separate species, C15H15F3NO6S2 in total at a distorted geometry.

## Properties
* charge: -1
* E_tot: -59395.993 eV
* HOMO: -5.0 eV
* ΔE to the lowest compared entry with this formula, charge and spin: 121.8 kJ/mol
* HOMO-LUMO gap: 7.816 eV

Last column: Mulliken charge in e.
Atoms and positions in Å:
C: -4.047 -1.432 -3.377  -1.25
C: -3.095 -0.337 -2.988  -0.18
O: -1.872 -0.997 -2.594  -0.25
C: -0.948 -0.114 -2.157  -0.36
C: 0.437 -0.833 -2.019  2.12
C: 0.170 -2.245 -1.517  -1.85
C: 1.331 -0.668 -3.326  0.44
C: 2.560 -1.516 -3.232  -1.25
O: 0.953 -0.026 -4.294  -0.62
O: -1.177 1.051 -1.934  -0.54
H: -4.990 -0.989 -3.683  0.40
H: -3.658 -2.011 -4.218  0.31
H: -4.270 -2.092 -2.538  0.31
H: -2.878 0.331 -3.824  0.29
H: -3.464 0.257 -2.151  0.29
H: -0.543 -2.154 -0.679  0.35
H: -0.308 -2.832 -2.317  0.42
H: 1.090 -2.722 -1.141  0.52
H: 2.294 -2.574 -3.080  0.28
H: 3.169 -1.402 -4.124  0.41
H: 3.206 -1.179 -2.378  0.38
F: 3.070 2.127 -1.890  -0.24
C: 1.857 1.888 -1.320  0.72
F: 1.868 2.367 -0.060  -0.19
F: 0.904 2.487 -2.029  -0.19
S: 1.691 -0.032 -1.221  -0.31
N: 0.739 0.433 1.524  -0.04
C: 1.815 0.431 2.387  0.29
O: 2.989 0.222 2.058  -0.76
C: 1.260 0.823 3.728  -0.02
C: -0.121 0.818 3.700  0.30
C: -0.897 1.248 4.754  -0.55
C: -0.256 1.658 5.920  -0.49
C: 1.131 1.581 6.003  -0.39
C: 1.893 1.151 4.927  -0.51
S: -0.769 0.421 2.083  1.02
O: -1.567 1.538 1.651  -0.65
O: -1.359 -0.897 2.065  -0.70
H: -1.969 1.269 4.627  0.38
H: -0.843 1.995 6.767  0.36
H: 1.627 1.882 6.924  0.34
H: 2.978 1.073 4.971  0.44